[1]
159
Properties=species:S:1:pos:R:3:lowdin_charge:R:1 method="wB97M-V/def2-TZVPD" smiles=COCCNCCOC.COCCNCCOC.COCCNCCOC.COCCNCCOC.COCCNCCOC.COCCNCCOC.CCO.O.O lumo_energy_ha=0.009 total_energy_ha=-2964.61703 orbital_gap_ev=8.6 largest_force_ev_per_a=1.95
O -3.639 -6.735 0.456 -0.201
O 1.666 4.660 -5.314 -0.171
O -2.035 6.122 -3.251 -0.208
O 0.556 0.990 1.600 -0.095
O 4.299 0.670 4.274 -0.192
O 9.110 -0.784 3.073 -0.184
O 0.525 5.231 4.753 -0.054
O -2.721 -0.709 -2.061 -0.184
O -6.372 2.924 -0.674 -0.174
O -2.180 -3.270 2.304 -0.243
O -2.369 -7.241 7.251 -0.203
O 1.537 3.523 0.625 -0.035
O 6.878 -1.323 -4.419 -0.185
O -5.640 4.926 -5.733 -0.200
O 1.757 -1.832 -2.200 -0.168
N -2.683 -5.790 4.912 -0.058
N 6.775 -0.561 4.996 -0.048
N 4.029 -2.024 -4.002 -0.051
N -4.236 -3.215 0.120 -0.051
N -6.511 4.278 -3.239 -0.055
N 0.261 4.439 -2.804 -0.059
C -5.094 4.526 -3.488 -0.218
C -3.390 -1.161 -0.889 -0.231
C -6.353 4.316 -0.744 -0.259
C -2.469 -7.225 4.890 -0.222
C -1.083 -2.396 2.220 -0.087
C -7.019 4.829 -1.999 -0.213
C 10.363 -0.484 2.504 -0.119
C -5.466 2.402 0.275 -0.104
C 0.899 -1.170 -1.302 -0.103
C 7.792 -0.397 -4.926 -0.131
C 2.631 4.776 -6.309 -0.134
C 8.137 -0.090 5.198 -0.225
C -2.979 -7.890 6.157 -0.236
C -2.786 0.701 -2.124 -0.113
C -2.770 -7.790 8.494 -0.103
C 4.989 -2.761 -4.861 -0.200
C -5.706 4.477 -7.064 -0.113
C -3.516 -2.647 -0.993 -0.239
C -0.505 1.557 2.332 -0.318
C 2.994 1.131 4.057 -0.118
C -3.264 -5.501 -0.140 -0.224
C -2.659 -7.730 0.378 -0.134
C 2.070 3.793 -4.283 -0.251
C 4.429 -0.111 5.447 -0.235
C -1.827 5.465 -2.022 -0.231
C 5.841 0.006 5.977 -0.223
C -1.913 -5.087 3.923 -0.206
C -4.756 4.182 -4.904 -0.219
C -4.519 -4.642 -0.086 -0.184
C 0.931 3.306 -3.441 -0.187
C -1.478 2.315 1.413 -0.081
C 6.039 -1.843 -5.425 -0.252
C -2.546 -3.733 3.588 -0.203
C -1.046 4.200 -2.254 -0.224
C 3.079 -1.771 -1.752 -0.265
C -2.428 7.479 -3.155 -0.100
C 9.137 -0.944 4.477 -0.246
C 4.013 -2.570 -2.627 -0.214
H -2.534 -3.123 -1.178 0.123
H 8.423 -0.068 -4.100 0.088
H 3.179 -2.100 -0.707 0.125
H 4.399 -3.146 -5.697 0.114
H -2.513 -7.079 9.280 0.086
H 2.393 5.596 -6.987 0.088
H 10.244 -0.071 1.504 0.083
H 6.682 -2.451 -6.089 0.125
H 0.338 4.474 4.191 0.009
H 0.787 -1.826 -0.424 0.080
H -5.071 -4.965 0.796 0.119
H -5.139 -4.759 -0.972 0.118
H -5.876 2.623 1.272 0.093
H -5.704 3.381 -7.131 0.087
H -0.125 -2.894 2.415 0.097
H -1.685 -7.355 0.724 0.085
H -4.439 2.738 0.124 0.072
H 5.600 -1.060 -6.056 0.127
H -4.869 5.583 -3.274 0.120
H 10.892 0.267 3.100 0.084
H 8.938 -2.000 4.701 0.125
H -6.990 4.678 -4.036 0.103
H -1.531 8.100 -3.070 0.088
H 4.384 -1.076 -3.895 0.094
H -4.404 -0.743 -0.860 0.122
H -1.429 -7.537 4.708 0.120
H -3.646 -3.187 0.950 0.073
H -1.308 -1.542 2.866 0.082
H -2.998 -8.578 0.970 0.084
H -2.622 -5.441 5.857 0.111
H -3.866 -7.808 8.551 0.088
H -3.635 -3.797 3.578 0.125
H -0.119 -1.105 -1.693 0.079
H -3.144 7.667 -2.352 0.088
H -2.026 1.022 -2.839 0.080
H -1.297 1.787 0.468 0.057
H -3.711 4.359 -5.177 0.125
H -8.074 4.544 -1.951 0.121
H 3.439 -0.723 -1.773 0.124
H -2.908 -5.655 -1.166 0.124
H 8.375 -0.133 6.265 0.121
H -4.863 4.816 -7.677 0.086
H 5.870 -0.562 6.914 0.119
H 3.541 -3.551 -2.766 0.123
H -0.871 -4.882 4.216 0.125
H 0.286 5.282 -3.357 0.107
H -3.991 -2.845 -1.962 0.131
H 10.142 -0.777 4.887 0.115
H -6.651 4.825 -7.477 0.086
H 0.136 2.819 -4.022 0.124
H 8.248 0.967 4.909 0.128
H -4.517 3.844 -2.854 0.110
H -0.100 2.241 3.095 0.096
H 2.920 1.452 3.018 0.076
H -2.871 -0.854 0.030 0.119
H 2.558 2.921 -4.760 0.123
H -1.072 3.587 -1.345 0.104
H 6.056 1.051 6.244 0.120
H 2.752 3.876 -6.928 0.091
H 0.515 4.882 5.648 0.033
H -1.119 0.860 2.901 0.096
H 2.232 0.353 4.172 0.092
H 2.920 4.169 -3.691 0.128
H -2.513 2.022 1.614 0.061
H 1.238 -0.173 -1.010 0.080
H -4.938 3.109 -5.061 0.125
H -6.971 5.930 -2.030 0.120
H -0.897 -1.995 1.220 0.068
H 3.626 5.021 -5.904 0.090
H 2.776 1.988 4.707 0.090
H 10.955 -1.404 2.428 0.088
H -3.707 1.111 -2.566 0.090
H -1.400 3.392 1.314 0.068
H -4.071 -7.820 6.197 0.126
H 1.427 3.974 -0.221 0.041
H -2.689 1.097 -1.111 0.058
H -6.879 4.798 0.093 0.127
H 8.385 -0.801 -5.754 0.088
H -1.915 -5.631 2.975 0.114
H -5.302 4.650 -0.753 0.105
H 5.003 -2.690 -2.178 0.120
H -2.284 -8.755 8.634 0.089
H -3.032 -7.627 4.037 0.119
H 6.423 -0.215 4.109 0.105
H 5.430 -3.595 -4.314 0.116
H 7.321 0.537 -5.274 0.088
H -2.890 7.705 -4.116 0.089
H -2.450 -5.061 0.447 0.111
H 4.091 -1.145 5.345 0.129
H -2.654 -8.937 6.092 0.125
H 3.789 0.371 6.207 0.119
H -5.555 1.316 0.241 0.083
H -2.293 -2.993 4.362 0.122
H 1.052 1.752 1.268 0.034
H -1.614 3.555 -2.964 0.111
H 2.403 3.794 0.942 0.059
H -2.471 -8.107 -0.639 0.086
H -2.820 5.194 -1.637 0.107
H 1.405 2.664 -2.693 0.117
H -1.293 6.100 -1.302 0.131



[2]
32
Properties=species:S:1:pos:R:3:lowdin_charge:R:1 method="wB97M-V/def2-TZVPD" lumo_energy_ha=-0.025 total_energy_ha=-1056.24367 orbital_gap_ev=7.0 largest_force_ev_per_a=1.36
S 1.533 -0.138 0.153 1.144
O 1.052 -1.600 -1.959 -0.143
O -2.989 1.630 0.956 -0.048
O 2.005 1.264 2.572 0.114
O 0.293 0.441 -2.458 -0.105
N 3.074 -0.783 0.254 -0.170
C 0.339 -0.799 -2.625 -0.773
C 0.515 -1.375 0.956 -0.315
C -0.886 -1.436 0.351 -0.213
C 0.812 2.689 0.839 -0.007
C -2.209 0.490 1.309 -0.260
C -0.585 -1.388 -3.699 -0.028
C -1.545 -0.086 0.072 -0.189
B 1.459 1.380 1.325 -0.607
H -0.342 -0.954 -4.670 0.068
H -1.622 -1.136 -3.470 0.065
H -0.871 0.620 -0.410 0.071
H 3.386 -0.902 1.213 0.063
H 1.594 3.409 0.580 0.089
H 3.717 -0.176 -0.240 0.073
H -1.457 0.763 2.058 0.114
H 1.565 0.571 3.075 0.104
H -1.499 -1.958 1.091 0.117
H -0.873 -2.057 -0.537 0.107
H -2.731 2.368 1.504 0.074
H 0.518 -1.248 2.039 0.089
H 0.251 3.134 1.661 0.079
H -2.340 -0.258 -0.653 0.130
H -2.879 -0.262 1.729 0.118
H 1.037 -2.313 0.766 0.106
H -0.484 -2.470 -3.757 0.062
H 0.159 2.579 -0.023 0.072



[3]
48
Properties=species:S:1:pos:R:3:mulliken_spin:R:1 method="wB97M-V/def2-TZVPD" lumo_energy_ha="0.079 / 0.079" total_energy_ha=-2583.06306 total_charge=-1 orbital_gap_ev="5.4 / 5.4" spin_multiplicity=3 largest_force_ev_per_a=2.05
Pr -0.791 -1.335 -0.041 2.032
S -0.146 -2.021 2.669 -0.015
S 2.074 -1.929 0.142 -0.010
F -4.846 -1.586 0.138 0.000
F -2.831 -1.563 1.292 -0.001
F -2.908 -2.468 -0.780 0.000
F -3.077 -0.217 -0.492 0.000
N -0.484 1.200 -0.598 -0.003
N -0.589 -4.007 0.003 -0.002
C -0.432 2.962 -2.192 0.000
C 1.572 -1.668 2.854 0.000
C -0.464 1.579 -1.871 -0.003
C -0.426 3.518 0.142 0.000
C -0.415 3.908 -1.214 0.001
C -0.398 3.955 2.514 0.000
C -0.515 -0.831 -2.477 0.003
C -0.396 -1.457 -4.854 -0.001
C -0.476 1.676 1.736 0.005
C -0.355 -0.124 -5.234 0.001
C -0.439 2.572 2.768 0.001
C -0.386 0.858 -4.261 0.000
C 3.911 -1.302 2.075 0.000
C -0.464 2.126 0.396 -0.005
C -0.394 4.419 1.225 0.000
C 2.002 -1.409 4.290 0.000
C -0.476 -1.781 -3.507 -0.007
C 2.454 -1.628 1.839 0.001
C -0.461 0.520 -2.905 0.003
B -3.496 -1.458 0.041 0.003
H -0.368 4.653 3.341 0.000
H -0.391 4.962 -1.467 0.000
H 1.134 -1.486 4.940 0.000
H 2.433 -0.409 4.408 0.000
H 2.746 -2.137 4.630 0.000
H -0.419 3.278 -3.223 0.000
H 0.378 -4.039 0.318 -0.001
H -0.346 1.891 -4.584 0.000
H 4.536 -1.991 1.504 0.000
H -0.366 5.483 1.023 0.000
H -0.366 -2.236 -5.609 0.000
H -1.172 -4.333 0.764 0.000
H 4.128 -0.292 1.715 0.000
H -0.296 0.154 -6.279 0.000
H -0.511 -2.837 -3.245 -0.001
H -0.508 0.607 1.937 -0.002
H 4.185 -1.361 3.129 0.000
H -0.441 2.213 3.789 0.000
H -0.702 -4.628 -0.789 0.000



[4]
62
Properties=species:S:1:pos:R:3:lowdin_charge:R:1 method="wB97M-V/def2-TZVPD" lumo_energy_ha=0.075 total_energy_ha=-12793.54683 total_charge=-1 orbital_gap_ev=5.4 largest_force_ev_per_a=1.17
Br -5.077 1.301 0.809 0.685
Br -3.043 -4.874 -0.058 0.703
Br -7.184 -1.219 1.476 0.642
Br -6.130 -4.332 1.079 0.636
K -0.133 -0.372 0.077 0.693
S -0.411 -1.643 3.145 0.692
O -1.553 -2.310 -0.493 -0.280
O -2.455 0.288 -0.130 -0.281
O -0.305 -0.988 -2.577 -0.120
N 3.072 -0.309 -1.009 0.142
N -0.398 -4.097 2.090 0.080
N 1.864 1.814 2.056 0.167
N -0.572 2.315 2.177 -0.182
N 0.272 1.647 -1.815 0.089
N 1.490 -2.869 1.742 -0.024
N 2.012 -1.685 1.265 0.053
C 4.999 1.478 -0.109 -0.070
C -1.199 3.035 1.054 -0.038
C -5.429 -1.571 0.856 -0.785
C 0.503 3.922 -2.531 -0.075
C 4.185 -2.842 1.107 -0.020
C 3.679 -0.482 0.162 -0.256
C 4.374 1.666 -1.334 -0.070
C -4.987 -2.872 0.691 -0.786
C -0.572 1.428 -2.819 -0.232
C -0.407 3.703 -3.557 -0.074
C 0.717 1.990 2.091 -0.343
C -2.770 -2.079 -0.081 -0.440
C 3.419 0.747 -1.739 -0.142
C 3.234 -1.701 0.914 -0.278
C -1.514 1.530 2.977 -0.075
C -0.940 2.441 -3.710 -0.020
C 0.233 -2.899 2.296 -0.907
C -3.238 -0.699 0.113 -0.471
C -3.677 -3.095 0.233 -0.629
C 4.655 0.377 0.653 -0.032
C -1.169 0.038 -3.006 -0.209
C -4.556 -0.517 0.559 -0.635
C 0.804 2.864 -1.697 -0.170
H -0.986 1.060 3.805 0.061
H -2.254 2.229 3.370 0.089
H 2.893 0.863 -2.679 0.108
H 4.056 -3.598 0.326 0.091
H -0.680 4.505 -4.233 0.102
H -1.658 2.343 0.342 0.064
H 5.733 2.187 0.251 0.104
H -0.790 -1.575 -1.942 0.032
H 0.964 4.889 -2.376 0.098
H 5.214 -2.491 1.045 0.078
H -2.118 0.003 -2.461 0.123
H -1.381 -0.080 -4.076 0.116
H -2.031 0.793 2.363 0.058
H -1.632 2.219 -4.513 0.112
H 5.093 0.205 1.627 0.117
H -0.463 3.668 0.572 0.074
H 4.020 -3.314 2.077 0.083
H 1.848 -3.733 1.357 0.137
H -0.420 -4.379 1.114 0.058
H 4.614 2.513 -1.963 0.100
H -1.987 3.666 1.469 0.089
H -1.342 -4.090 2.454 0.067
H 1.510 2.990 -0.882 0.102



[5]
13
Properties=species:S:1:pos:R:3:lowdin_charge:R:1 method="wB97M-V/def2-TZVPD" smiles="Nn1[nH]cnc1=[NH2+]" lumo_energy_ha=-0.144 total_energy_ha=-353.28231 total_charge=+1 orbital_gap_ev=10.3 largest_force_ev_per_a=4.94
N -0.534 -0.494 1.312 0.134
N 0.147 -0.272 0.117 -0.090
N -0.403 0.677 -1.949 0.222
N 1.456 0.176 0.240 0.102
N -2.072 -0.225 -0.259 0.154
C -1.802 -0.438 1.021 -0.111
C -0.887 0.065 -0.868 -0.242
H 1.710 0.577 1.137 0.111
H -2.690 -0.539 1.611 0.151
H -0.199 -0.473 2.253 0.180
H 0.522 1.053 -1.812 0.117
H -1.109 1.105 -2.526 0.140
H 2.166 -0.547 0.035 0.129



[6]
20
Properties=species:S:1:pos:R:3:lowdin_charge:R:1 method="wB97M-V/def2-TZVPD" lumo_energy_ha=-0.075 total_energy_ha=-1583.77915 orbital_gap_ev=6.6 largest_force_ev_per_a=4.12
Cl -4.144 -1.142 0.623 0.409
S -2.340 1.980 0.215 0.225
P -2.769 0.037 -0.243 -0.158
O -3.433 -0.025 -1.693 -0.260
O -0.176 0.090 -0.774 -0.051
O -1.540 -0.908 -0.176 -0.307
C 0.853 -0.031 0.093 -0.661
C 1.466 -1.438 0.237 -0.016
C 1.855 0.884 -0.836 0.051
C 0.538 0.498 1.496 -0.051
H 2.163 -1.229 0.957 0.049
H 0.012 1.548 1.458 0.072
H 1.402 0.718 2.136 0.088
H 1.577 2.026 -0.985 0.142
H 0.746 -2.260 0.432 0.103
H 1.895 0.240 -1.738 0.093
H 2.668 0.826 -0.191 0.055
H -2.646 0.282 -2.131 0.037
H -0.058 -0.293 1.863 0.066
H 1.931 -1.803 -0.742 0.114